Density functional theory data (ωB97M-V/def2-TZVPD) for C2H2CuF2LiO as an isolated structure in a non-equilibrium geometry.

Results
ΔE to the lowest compared entry with this formula, charge and spin = 0.0000 eV
2S+1 = 2
Lowest unoccupied orbital energy (spin up / spin down) = -5.296 / -7.331 eV
Total charge = +1

Each line ends with the natural charge from an NBO analysis.
Element x y z (Å)
F (1.025, 0.230, 2.226)  -0.70
C (0.283, -1.480, -0.580)  0.22
C (-0.652, -0.537, -0.818)  -0.05
O (-0.472, 0.752, -0.436)  -1.00
H (1.256, -1.326, -0.107)  0.20
H (-1.527, -0.762, -1.438)  0.20
Cu (0.117, 1.322, 1.109)  1.46
Li (-0.495, 1.409, -2.248)  0.98
F (0.428, -2.419, -1.552)  -0.31

***

Density functional theory data (ωB97M-V/def2-TZVPD) for an isolated ion of composition C5H7N2 and charge +1 in a non-equilibrium geometry.

Results
ΔE to the lowest compared entry with this formula, charge and spin = 4.1044 eV
2S+1 = 3
Lowest unoccupied orbital energy (spin up / spin down) = -5.362 / -9.096 eV
Total charge = +1

Each line ends with the natural charge from an NBO analysis.
Element x y z (Å)
C (-0.318, -0.749, 0.110)  0.29
C (-0.286, -2.726, 1.507)  -0.11
C (0.416, -0.118, -0.967)  -0.58
C (-0.193, 1.095, -0.272)  0.48
C (0.088, 2.526, -0.499)  -0.70
N (-0.889, 0.382, 0.681)  -0.23
N (-0.279, -1.903, 0.595)  -0.07
H (0.299, -2.698, 2.327)  0.25
H (-0.934, -3.592, 1.352)  0.27
H (0.125, -0.355, -1.997)  0.29
H (1.431, -0.353, -1.213)  0.29
H (-0.624, 2.955, -1.120)  0.29
H (1.018, 2.511, -1.030)  0.26
H (0.146, 3.024, 0.527)  0.28

***

Density functional theory data (ωB97M-V/def2-TZVPD) for one molecule with the formula C12H24N2O3.

Results
ΔE to the lowest compared entry with this formula, charge and spin = 1.8421 eV
SMILES = CC(C)N1CCC2(CC1)NC(CO)(CO)CO2
Lowest unoccupied orbital energy = 0.637 eV
Total charge = 0

Each line ends with the natural charge from an NBO analysis.
Element x y z (Å)
C (4.407, 0.695, 0.891)  -0.61
C (3.401, -0.271, 0.255)  -0.02
C (3.494, -0.180, -1.275)  -0.63
N (2.092, -0.050, 0.843)  -0.47
C (1.341, 1.123, 0.467)  -0.22
C (0.399, 0.929, -0.732)  -0.45
C (-0.538, -0.263, -0.502)  0.43
C (0.298, -1.496, -0.134)  -0.45
C (1.230, -1.185, 1.048)  -0.21
N (-1.532, 0.049, 0.517)  -0.69
C (-2.841, 0.106, -0.129)  0.03
C (-3.913, -0.513, 0.781)  -0.07
O (-3.531, -1.757, 1.312)  -0.72
C (-3.180, 1.586, -0.396)  -0.06
O (-3.029, 2.351, 0.766)  -0.72
C (-2.619, -0.657, -1.449)  -0.07
O (-1.253, -0.506, -1.728)  -0.54
H (5.420, 0.414, 0.616)  0.21
H (4.233, 1.715, 0.559)  0.20
H (4.313, 0.663, 1.973)  0.22
H (3.690, -1.287, 0.549)  0.19
H (2.798, -0.862, -1.755)  0.21
H (3.290, 0.832, -1.615)  0.20
H (4.501, -0.446, -1.589)  0.21
H (0.729, 1.407, 1.333)  0.20
H (2.032, 1.940, 0.260)  0.21
H (0.954, 0.739, -1.649)  0.21
H (-0.196, 1.831, -0.873)  0.21
H (-0.363, -2.328, 0.123)  0.21
H (0.876, -1.784, -1.012)  0.22
H (0.612, -0.967, 1.929)  0.18
H (1.838, -2.063, 1.275)  0.20
H (-1.551, -0.667, 1.240)  0.39
H (-4.059, 0.145, 1.640)  0.21
H (-4.858, -0.588, 0.227)  0.17
H (-3.484, -2.406, 0.602)  0.47
H (-4.220, 1.687, -0.715)  0.18
H (-2.527, 1.961, -1.197)  0.17
H (-2.189, 2.073, 1.164)  0.48
H (-3.191, -0.244, -2.281)  0.20
H (-2.871, -1.726, -1.340)  0.15

***

Density functional theory data (ωB97M-V/def2-TZVPD) for one molecule with the formula C2H6N4S in a non-equilibrium geometry.

Results
ΔE to the lowest compared entry with this formula, charge and spin = 2.4351 eV
SMILES = NN/C=N\C=N\S
Lowest unoccupied orbital energy = 0.736 eV
Total charge = 0

Each line ends with the natural charge from an NBO analysis.
Element x y z (Å)
N (0.387, -1.003, -1.043)  -0.67
N (-1.021, -0.739, -1.247)  -0.46
C (-1.665, -0.190, -0.200)  0.33
N (-1.274, 0.055, 1.010)  -0.53
C (0.042, 0.220, 1.410)  0.26
N (0.751, 1.113, 0.830)  -0.63
S (2.347, 1.092, 1.435)  0.12
H (0.947, -0.206, -1.332)  0.37
H (0.594, -1.880, -1.513)  0.37
H (-1.270, -0.444, -2.233)  0.38
H (-2.754, -0.051, -0.487)  0.18
H (0.313, -0.346, 2.311)  0.17
H (2.603, 2.380, 1.059)  0.11